Arrangement i

C4H12N2 in the gas phase, computed with ωB97M-V/def2-TZVPD.

Lowest unoccupied orbital energy: 1.1 eV
E_HOMO: -8.814 eV
SMILES: CN(C)CCN
Frontier orbital gap: 9.89 eV

Atoms and positions in Å:
N -2.09 -0.73 -0.78
C -1.36 -1.09 0.40
C 0.19 -0.91 0.26
N 0.54 0.34 -0.45
C 2.00 0.36 -0.46
C 0.07 1.46 0.37
H -2.51 0.18 -0.91
H -1.44 -0.76 -1.56
H -1.37 -2.21 0.60
H -1.83 -0.58 1.26
H 0.49 -1.72 -0.42
H 0.54 -1.02 1.29
H 2.33 1.37 -0.77
H 2.46 0.16 0.53
H 2.41 -0.46 -1.07
H 0.43 1.85 1.32
H -1.00 1.37 0.58
H 0.14 2.41 -0.20

---

Arrangement ii

2 unconnected molecules or ions with the total composition C4H12N2, computed with ωB97M-V/def2-TZVPD.

Lowest unoccupied orbital energy: 1.1 eV
E_HOMO: -9.233 eV
SMILES: C=CC.NCN
Frontier orbital gap: 10.32 eV

Atoms and positions in Å:
C 1.25 -2.18 3.88
C 1.06 -1.84 2.45
C -0.03 -1.65 1.74
H 0.25 -2.30 4.33
H 1.80 -3.12 4.03
H 1.86 -1.47 4.43
H 1.99 -1.77 1.88
H 0.02 -1.39 0.70
H -1.05 -1.68 2.10
N 0.49 1.62 -2.58
C -0.91 1.79 -2.30
N -1.67 1.95 -3.54
H 0.87 2.54 -2.77
H 0.59 1.21 -3.52
H -1.37 0.95 -1.79
H -1.09 2.61 -1.60
H -1.40 2.83 -3.96
H -2.68 1.89 -3.46

---

What is the stability order? It is arrangement ii, arrangement i, from most stable to least stable.

---

Arrangement i

C4H12N2 in the gas phase, computed with ωB97M-V/def2-TZVPD.

Lowest unoccupied orbital energy: 1.1 eV
E_HOMO: -9.002 eV
SMILES: NCCCCN
Frontier orbital gap: 10.07 eV

Atoms and positions in Å:
C 0.61 0.41 -1.68
N -0.47 -0.43 -2.16
C 0.27 1.32 -0.49
C 0.27 0.77 0.94
C 0.18 -0.80 1.08
N -0.70 -1.09 2.24
H 1.37 -0.24 -1.28
H 1.11 0.92 -2.50
H -1.06 -0.92 -1.50
H -1.16 0.13 -2.65
H 0.86 2.25 -0.60
H -0.75 1.63 -0.78
H 0.95 1.26 1.62
H -0.72 0.97 1.34
H 1.21 -1.08 1.25
H -0.25 -1.29 0.22
H -1.47 -1.70 1.99
H -0.20 -1.51 3.01

---

Arrangement ii

A molecular structure, C4H12N2, computed with ωB97M-V/def2-TZVPD.

Lowest unoccupied orbital energy: 0.2 eV
E_HOMO: -7.353 eV
Frontier orbital gap: 7.52 eV

Atoms and positions in Å:
N 3.41 -0.64 -0.16
C -2.64 1.73 -0.18
C -1.22 1.27 0.04
C -1.03 -0.13 0.69
C 0.19 -0.79 0.53
N 0.63 -1.51 -0.60
H 2.78 -0.01 -0.60
H 3.26 -1.61 0.00
H -3.16 2.15 0.68
H -3.31 0.93 -0.51
H -2.76 2.46 -0.98
H -1.06 0.63 -0.87
H -0.56 2.12 0.13
H -1.51 -0.30 1.66
H 0.89 -0.97 1.35
H 0.77 -0.32 -0.51
H -0.18 -1.59 -1.22
H 4.33 -0.33 0.06

---

Arrangement iii

2 unconnected molecules or ions with the total composition C4H12N2, computed with ωB97M-V/def2-TZVPD.

Lowest unoccupied orbital energy: 1.0 eV
E_HOMO: -8.466 eV
SMILES: [H]/N=C/C.CCN
Frontier orbital gap: 9.45 eV

Atoms and positions in Å:
C -0.70 1.30 0.82
C 0.38 -0.53 -0.76
C 0.55 1.67 1.56
C -0.35 -1.26 -1.86
N -1.59 0.48 1.42
N 1.20 -1.38 0.07
H -1.02 1.98 0.01
H 0.95 0.31 -1.16
H 0.69 -2.14 0.52
H -2.51 0.61 0.98
H -0.57 -0.18 0.01
H 2.01 -1.80 -0.36
H -1.00 -2.05 -1.46
H 0.36 2.57 2.14
H 0.85 0.86 2.22
H 1.35 1.87 0.84
H -0.95 -0.57 -2.45
H 0.35 -1.75 -2.55

---

What is the stability order? It is arrangement i, arrangement iii, arrangement ii, from most stable to least stable.

---

Arrangement i

C4H12N2 in the gas phase, computed with ωB97M-V/def2-TZVPD.

Lowest unoccupied orbital energy: 1.1 eV
E_HOMO: -8.735 eV
SMILES: CNCCCN
Frontier orbital gap: 9.88 eV

Atoms and positions in Å:
C -1.81 1.83 -1.20
N -0.90 0.70 -1.20
C -0.96 -0.20 -0.02
C 0.25 -1.09 0.11
C 1.39 -0.46 0.91
N 2.29 -1.48 1.52
H -2.86 1.54 -1.07
H -1.57 2.57 -0.42
H -1.82 2.31 -2.18
H 0.03 1.09 -1.23
H -1.90 -0.75 -0.07
H -1.05 0.47 0.85
H 0.56 -1.33 -0.93
H -0.09 -2.02 0.53
H 0.92 -0.08 1.83
H 1.85 0.26 0.24
H 2.41 -2.23 0.84
H 3.26 -1.14 1.49

---

Arrangement ii

2 unconnected molecules or ions with the total composition C4H12N2, computed with ωB97M-V/def2-TZVPD.

Lowest unoccupied orbital energy: -0.6 eV
E_HOMO: -8.201 eV
Frontier orbital gap: 7.58 eV

Atoms and positions in Å:
C 2.18 0.13 0.55
C 0.81 -0.41 0.13
C -0.22 0.73 -0.08
C -1.60 0.07 -0.12
N -1.98 -0.68 0.97
N 1.01 -1.16 -1.13
H 2.13 0.51 1.57
H 2.49 0.93 -0.13
H 2.90 -0.70 0.56
H 0.40 -1.11 0.87
H -0.14 1.41 0.78
H 0.03 1.29 -0.95
H -1.85 -0.20 -1.14
H -2.08 2.15 -0.11
H -2.34 0.71 0.61
H -2.91 -1.05 0.79
H 0.73 -0.60 -1.93
H 0.44 -2.00 -1.23

---

What is the stability order? It is arrangement i, arrangement ii, from most stable to least stable.

---

Arrangement i

2 unconnected molecules or ions with the total composition C4H12N2, computed with ωB97M-V/def2-TZVPD.

Lowest unoccupied orbital energy: 0.9 eV
E_HOMO: -8.667 eV
SMILES: C=CN.CNC
Frontier orbital gap: 9.60 eV

Atoms and positions in Å:
C -0.41 -1.63 3.26
C 0.16 -2.10 2.16
N 1.52 -1.88 1.81
H 0.01 -0.79 3.80
H -1.26 -2.18 3.64
H -0.31 -2.69 1.39
H 2.06 -1.52 2.59
H 1.67 -1.33 0.98
C 0.46 0.96 -2.77
N -0.15 2.07 -2.08
C -1.06 1.68 -1.03
H 0.85 0.22 -2.07
H -0.25 0.35 -3.35
H 1.22 1.33 -3.45
H -0.58 2.71 -2.74
H -1.80 0.91 -1.28
H -1.63 2.55 -0.70
H -0.48 1.33 -0.17

---

Arrangement ii

2 unconnected molecules or ions with the total composition C4H12N2, computed with ωB97M-V/def2-TZVPD.

Lowest unoccupied orbital energy: 1.0 eV
E_HOMO: -9.172 eV
SMILES: [H]/N=C/N.CCC
Frontier orbital gap: 10.19 eV

Atoms and positions in Å:
C -1.39 -2.08 -2.35
C -1.59 -2.31 -0.86
C -1.43 -1.02 0.02
H -0.40 -1.43 -2.53
H -1.14 -3.06 -2.84
H -2.25 -1.56 -2.87
H -2.66 -2.76 -0.76
H -0.82 -3.04 -0.56
H -1.75 -1.22 0.99
H -1.94 -0.18 -0.38
H -0.42 -0.72 0.03
N 1.61 3.09 1.27
C 1.18 1.78 1.23
N 2.03 0.78 0.93
H 1.07 3.74 1.76
H 2.21 3.46 0.58
H 0.20 1.57 1.79
H 1.80 -0.17 1.06

---

Arrangement iii

2 unconnected molecules or ions with the total composition C4H12N2, computed with ωB97M-V/def2-TZVPD.

Lowest unoccupied orbital energy: -3.0 eV
E_HOMO: -7.563 eV
Frontier orbital gap: 4.52 eV

Atoms and positions in Å:
C -2.20 2.81 0.23
N -1.02 2.19 0.70
C -0.60 1.24 -0.23
C 0.45 0.19 0.17
N 0.92 -0.75 -0.86
C 1.83 -3.53 0.28
H -2.04 3.88 -0.22
H -2.63 2.26 -0.66
H -3.06 2.93 0.98
H -0.06 1.79 -1.09
H -1.33 0.76 -0.74
H 1.56 -3.97 -0.60
H 0.10 -0.27 1.05
H 1.24 0.76 0.52
H 1.17 -0.14 -1.62
H 1.41 -2.59 0.47
H 2.91 -3.49 0.50
H 1.36 -4.07 1.12

---

What is the stability order? It is arrangement ii, arrangement i, arrangement iii, from most stable to least stable.

---

Arrangement i

2 unconnected molecules or ions with the total composition C4H12N2, computed with ωB97M-V/def2-TZVPD.

Lowest unoccupied orbital energy: 1.1 eV
E_HOMO: -9.144 eV
SMILES: C=CC.NCN
Frontier orbital gap: 10.24 eV

Atoms and positions in Å:
C 1.10 -5.83 -2.05
C 1.73 -5.13 -3.26
C 1.35 -5.42 -4.50
H 0.66 -6.77 -2.39
H 1.82 -5.97 -1.25
H 0.21 -5.24 -1.81
H 2.57 -4.50 -2.97
H 1.87 -4.93 -5.33
H 0.34 -5.50 -4.90
N -1.35 5.56 4.56
C -1.04 5.88 3.14
N -1.99 5.29 2.20
H -1.82 4.66 4.55
H -0.46 5.39 5.02
H -1.19 6.93 2.93
H -0.09 5.39 2.94
H -1.93 5.80 1.32
H -1.77 4.38 1.80

---

Arrangement ii

C4H12N2 in the gas phase, computed with ωB97M-V/def2-TZVPD.

Lowest unoccupied orbital energy: 1.0 eV
E_HOMO: -8.962 eV
SMILES: CC[C@H](N)CN
Frontier orbital gap: 10.01 eV

Atoms and positions in Å:
N 1.52 -0.21 0.52
C -1.11 0.56 2.29
C -0.93 0.73 0.79
C 0.15 -0.20 0.08
C -0.04 0.14 -1.42
N 0.45 -1.02 -2.12
H 1.94 -1.16 0.19
H 1.96 0.57 0.14
H -1.53 -0.44 2.56
H -0.18 0.42 2.72
H -1.83 1.34 2.73
H -0.54 1.76 0.69
H -2.00 0.82 0.38
H -0.23 -1.30 0.16
H -1.05 0.50 -1.77
H 0.60 1.02 -1.69
H -0.36 -1.58 -2.43
H 0.92 -0.68 -2.96

---

What is the stability order? It is arrangement ii, arrangement i, from most stable to least stable.

---

Arrangement i

2 unconnected molecules or ions with the total composition C4H8NO2, computed with ωB97M-V/def2-TZVPD.

Lowest unoccupied orbital energy: 4.2 eV
E_HOMO: -4.251 eV
Charge: -1
Frontier orbital gap: 8.41 eV

Atoms and positions in Å:
C 2.34 0.05 -0.47
C -0.49 -1.22 0.75
C -0.72 1.22 0.19
C -1.12 -0.19 -0.12
N -1.95 -0.55 -1.00
O 2.34 1.11 0.16
O 2.68 -1.09 -0.14
H 1.95 0.14 -1.57
H 0.51 -1.43 0.36
H -1.06 -2.14 0.76
H -0.36 -0.85 1.77
H 0.37 1.29 0.18
H -1.05 1.48 1.20
H -1.14 1.93 -0.52
H -2.31 0.23 -1.56

---

Arrangement ii

A gas-phase ion, C4H8NO2 (charge -1), computed with ωB97M-V/def2-TZVPD.

Lowest unoccupied orbital energy: 3.7 eV
E_HOMO: -2.500 eV
SMILES: CC(=O)NCC[O-]
Charge: -1
Frontier orbital gap: 6.22 eV

Atoms and positions in Å:
C -0.35 -2.01 0.69
C 0.62 -1.52 -0.39
N 0.48 -0.18 -0.69
C -0.36 0.77 0.09
C 0.03 2.23 -0.28
O 0.10 3.01 0.82
O 1.44 -2.23 -0.95
H -1.37 -1.86 0.34
H -0.23 -1.39 1.56
H -0.16 -3.03 1.01
H 1.20 0.20 -1.27
H -1.40 0.62 -0.27
H -0.28 0.53 1.14
H 1.04 2.26 -0.84
H -0.73 2.60 -0.97

---

What is the stability order? It is arrangement i, arrangement ii, from most stable to least stable.